(1)
Here is a molecular structure, C15H23FeI2N3O8P2 from the OMol25 dataset. Energies are from the ωB97M-V functional and the def2-TZVPD basis.

```
! RIJCOSX wB97M-V def2-TZVPD def2/J DEFGRID3
* xyz 0 5
Fe 0.318 0.211 0.200
C -3.903 -2.956 -1.375
C -3.604 -1.655 -0.648
O -4.707 -0.773 -0.859
P -3.443 -1.887 1.155
O -2.232 -2.885 1.365
O -4.645 -2.806 1.647
O -3.401 -0.577 1.831
P -2.049 -0.910 -1.326
O -2.230 0.670 -0.992
O -1.884 -1.141 -2.771
O -0.932 -1.326 -0.352
H -4.829 -3.390 -0.999
H -3.095 -3.674 -1.231
H -3.998 -2.755 -2.441
H -4.491 0.070 -0.438
H -1.492 -2.532 0.815
H -5.370 -2.264 1.981
H -2.351 1.172 -1.808
I 2.467 4.828 1.130
C 2.492 3.693 -0.608
C 3.195 4.156 -1.736
C 3.235 3.437 -2.897
I 4.297 4.209 -4.521
C 2.564 2.188 -2.982
C 2.524 1.355 -4.123
C 1.840 0.175 -4.086
C 1.186 -0.205 -2.901
N 1.207 0.541 -1.820
C 1.872 1.731 -1.842
C 1.806 2.490 -0.618
O 1.129 2.024 0.387
H 3.708 5.106 -1.673
H 3.036 1.670 -5.023
H 1.783 -0.472 -4.950
H 0.610 -1.121 -2.854
N 2.076 -0.997 0.790
C 2.351 -1.245 2.225
C 2.134 0.028 3.049
C 0.896 -0.008 3.949
C -0.417 -0.347 3.260
N -0.698 0.534 2.112
H 2.109 -1.869 0.269
H 2.821 -0.419 0.409
H 3.366 -1.626 2.357
H 1.672 -2.034 2.553
H 2.073 0.881 2.366
H 3.006 0.210 3.679
H 0.800 0.962 4.446
H 1.050 -0.744 4.744
H -1.228 -0.293 3.991
H -0.408 -1.377 2.897
H -0.520 1.501 2.369
H -1.694 0.446 1.898
*
```

LUMO (alpha / beta), hartree: -0.00277 / -0.00487
Gap between HOMO and LUMO (alpha / beta), eV: 7.62 / 7.61
Relative energy (zero: lowest compared OMol25 entry of this formula, charge and spin), eV: 0.000
Largest force on an atom, eV/A: 0.24
E_HOMO (alpha / beta), Ha: -0.2828 / -0.2845

***

(2)
Here is a molecular structure, C35H33F5N8STi at a distorted geometry from the OMol25 dataset. Energies are from the ωB97M-V functional and the def2-TZVPD basis.

```
! RIJCOSX wB97M-V def2-TZVPD def2/J DEFGRID3
* xyz -2 3
Ti -0.686 -0.132 -0.129
C 3.335 -4.779 -0.507
C 4.302 -4.233 0.360
C 4.034 -3.033 0.947
C 2.785 -2.364 0.748
N 1.850 -2.932 -0.080
C 2.172 -4.068 -0.686
N 2.694 -1.233 1.413
C 1.762 -0.364 1.761
N 0.396 -0.298 1.597
C -0.084 0.664 2.454
N -1.333 0.909 2.830
C -2.422 0.385 2.273
C -3.643 0.584 2.962
C -4.819 0.073 2.469
C -4.778 -0.617 1.247
C -3.566 -0.747 0.608
N -2.396 -0.296 1.080
C 1.010 1.304 3.145
C 1.084 2.333 4.073
C 2.333 2.700 4.542
C 3.490 2.034 4.122
C 3.428 1.000 3.207
C 2.182 0.651 2.700
H 3.505 -5.713 -1.023
H 5.238 -4.754 0.540
H 4.736 -2.541 1.603
H 1.424 -4.451 -1.380
H -3.610 1.148 3.884
H -5.758 0.211 2.992
H -5.682 -1.017 0.805
H -3.525 -1.260 -0.351
H 0.181 2.826 4.401
H 2.425 3.518 5.249
H 4.450 2.339 4.528
H 4.312 0.469 2.879
N -0.495 -1.978 -1.221
C -1.466 -3.009 -1.563
C -1.480 -4.184 -0.580
C -1.791 -3.800 0.869
N -0.926 -2.740 1.317
H -0.179 -1.497 -2.062
H 0.358 -2.361 -0.765
H -1.255 -3.431 -2.562
H -2.470 -2.567 -1.616
H -0.503 -4.671 -0.606
H -2.223 -4.917 -0.911
H -1.708 -4.725 1.485
H -2.823 -3.438 0.950
H 0.059 -2.994 1.275
H -1.153 -2.426 2.253
N 0.568 0.580 -1.114
C 1.310 1.103 -2.051
C 0.835 2.066 -2.999
C 1.649 2.571 -3.982
C 2.977 2.177 -4.101
C 3.478 1.250 -3.190
C 2.685 0.730 -2.198
H -0.206 2.367 -2.935
H 1.250 3.294 -4.690
H 3.605 2.584 -4.887
H 4.513 0.931 -3.272
H 3.077 0.009 -1.493
C 1.990 3.184 0.422
S 0.250 3.407 0.882
C -0.183 4.645 -0.386
H 2.601 3.942 0.907
H 2.073 3.242 -0.659
H 2.284 2.194 0.757
H 0.120 4.264 -1.356
H 0.313 5.587 -0.168
H -1.259 4.769 -0.348
F -1.777 -0.786 -3.386
C -2.449 0.265 -2.803
C -2.092 0.657 -1.511
C -2.817 1.758 -1.059
F -2.486 2.256 0.173
C -3.839 2.393 -1.763
F -4.518 3.462 -1.253
C -4.191 1.905 -3.023
F -5.227 2.456 -3.718
C -3.482 0.832 -3.549
F -3.832 0.328 -4.771
*
```

LUMO (alpha / beta), hartree: 0.16153 / 0.16130
Gap between HOMO and LUMO (alpha / beta), eV: 4.30 / 5.44
Relative energy (zero: lowest compared OMol25 entry of this formula, charge and spin), eV: 1.640
Largest force on an atom, eV/A: 2.50
E_HOMO (alpha / beta), Ha: 0.0036 / -0.0387

***

(3)
Here is a single C5H7BO2S2 molecule at a distorted geometry from the OMol25 dataset. Energies are from the ωB97M-V functional and the def2-TZVPD basis.

```
! RIJCOSX wB97M-V def2-TZVPD def2/J DEFGRID3
* xyz 0 1
B 0.924 1.858 -0.006
C 0.492 -2.397 0.207
C 1.857 -2.257 0.188
C 1.389 0.419 -0.111
C -0.338 -1.308 0.001
C -2.532 -0.024 -0.543
O 0.233 2.371 -1.038
O 1.343 2.519 1.104
S 2.568 -0.711 -0.064
S -1.691 -0.939 0.866
H 0.073 -3.268 0.462
H 2.670 -3.098 0.313
H -3.230 0.577 -0.046
H -2.888 -0.838 -1.104
H -1.635 0.623 -0.825
H -0.104 3.255 -0.895
H 0.868 3.219 1.492
*
```

LUMO (alpha / beta), hartree: 0.00167 / 0.00163
Gap between HOMO and LUMO (alpha / beta), eV: 7.21 / 7.21
Largest force on an atom, eV/A: 4.66
E_HOMO (alpha / beta), Ha: -0.2635 / -0.2635

***

(4)
Here is a molecular structure, C28H29FN5O5SSbSe4W at a distorted geometry from the OMol25 dataset. Energies are from the ωB97M-V functional and the def2-TZVPD basis.

```
! RIJCOSX wB97M-V def2-TZVPD def2/J DEFGRID3
* xyz 2 1
W -1.456 0.089 1.651
C -0.764 -1.109 9.988
C -0.642 -0.953 8.500
C 0.604 -0.733 7.914
C 0.742 -0.619 6.544
C -0.396 -0.728 5.750
C -1.655 -0.952 6.307
C -1.766 -1.060 7.680
S -0.239 -0.549 4.043
O -1.288 -1.403 3.375
O 1.116 -0.729 3.640
N -0.741 0.906 3.531
C -2.084 1.244 3.902
C -2.441 2.191 4.832
C -3.792 2.481 4.936
C -4.711 1.860 4.091
C -4.261 0.962 3.147
N -2.965 0.638 3.088
H -0.071 -0.450 10.510
H -0.522 -2.134 10.276
H -1.775 -0.896 10.329
H 1.481 -0.655 8.544
H 1.707 -0.456 6.085
H -2.523 -1.072 5.672
H -2.736 -1.243 8.124
H -1.682 2.673 5.430
H -4.138 3.209 5.658
H -5.763 2.093 4.154
H -4.909 0.480 2.428
C -1.558 0.819 -5.626
C -1.190 2.033 -4.790
N -0.799 1.689 -3.405
C -1.761 1.664 -2.470
C -1.478 1.422 -1.161
C -2.413 1.280 -0.019
O -3.116 0.244 0.171
O -2.131 2.006 1.008
C -0.149 1.169 -0.725
O 0.096 0.901 0.511
C 0.852 1.146 -1.730
C 2.190 0.850 -1.404
C 3.094 0.667 -2.389
F 4.375 0.448 -2.055
C 2.731 0.685 -3.768
C 1.462 1.135 -4.076
C 0.503 1.367 -3.072
N 3.624 0.253 -4.745
C 4.350 -1.005 -4.554
C 3.502 -2.202 -4.965
N 3.052 -2.040 -6.395
C 2.351 -0.728 -6.617
C 3.257 0.402 -6.140
H -1.930 1.148 -6.596
H -2.338 0.231 -5.143
H -0.705 0.159 -5.792
H -2.039 2.709 -4.709
H -0.380 2.610 -5.229
H -2.766 1.868 -2.813
H 2.482 0.755 -0.366
H 1.148 1.178 -5.105
H 4.633 -1.149 -3.520
H 5.275 -0.963 -5.135
H 2.598 -2.277 -4.358
H 4.065 -3.132 -4.901
H 2.432 -2.811 -6.648
H 3.865 -2.101 -7.013
H 1.430 -0.782 -6.035
H 2.115 -0.651 -7.677
H 2.771 1.360 -6.314
H 4.178 0.418 -6.730
Se 2.256 -2.825 -1.339
Sb -0.004 -3.556 -1.817
Se -1.126 -5.547 -1.429
Se -0.099 -1.990 -3.637
Se -1.035 -1.941 0.593
*
```

LUMO (alpha / beta), hartree: -0.29167 / -0.29025
Gap between HOMO and LUMO (alpha / beta), eV: 3.22 / 3.32
Relative energy (zero: lowest compared OMol25 entry of this formula, charge and spin), eV: 2.485
Largest force on an atom, eV/A: 1.94
E_HOMO (alpha / beta), Ha: -0.4101 / -0.4124

***

(5)
Here is 3 unconnected molecules or ions with the total composition C4H13NO2 at a distorted geometry from the OMol25 dataset. Energies are from the ωB97M-V functional and the def2-TZVPD basis.

```
! RIJCOSX wB97M-V def2-TZVPD def2/J DEFGRID3
* xyz 0 1
C -0.635 2.491 -2.089
C -0.543 2.226 -0.578
C 0.412 1.466 -0.057
C 0.459 1.146 1.391
N 0.191 -0.314 1.734
H -1.296 3.317 -2.301
H 0.397 2.558 -2.409
H -0.883 1.492 -2.444
H -1.308 2.649 0.064
H 1.069 0.979 -0.732
H 1.368 1.437 1.922
H -0.324 1.716 1.888
H 0.838 -0.544 2.474
H -0.694 -0.219 2.222
O -0.410 -2.274 -0.413
H 0.270 -2.262 -1.088
H -0.237 -1.700 0.349
O 0.694 -4.713 0.340
H 0.387 -3.975 -0.225
H 0.245 -5.475 -0.049
*
```

LUMO, hartree: 0.03193
Gap between HOMO and LUMO, eV: 10.39
SMILES string: C/C=C/CN.O.O
Relative energy (zero: lowest compared OMol25 entry of this formula, charge and spin), eV: 1.335
Largest force on an atom, eV/A: 2.69
E_HOMO, Ha: -0.3500

***

(6)
Here is 2 unconnected molecules or ions with the total composition C6H10O at a distorted geometry from the OMol25 dataset. Energies are from the ωB97M-V functional and the def2-TZVPD basis.

```
! RIJCOSX wB97M-V def2-TZVPD def2/J DEFGRID3
* xyz 0 1
C -0.683 -1.372 2.313
C -0.344 -1.801 1.091
C 0.621 -1.079 0.225
C 0.596 0.241 -0.025
C 1.586 1.077 -0.669
C 1.532 2.413 -0.661
H -1.174 -1.983 3.053
H -0.575 -0.289 2.395
H -0.429 -2.869 0.901
H 1.299 -1.743 -0.308
H -0.182 0.748 0.550
H 2.514 0.631 -0.993
H 0.719 3.057 -0.355
H 2.291 2.972 -1.201
O -2.423 0.221 -1.866
H -3.212 0.386 -1.360
H -1.698 0.642 -1.396
*
```

LUMO, hartree: 0.01452
Gap between HOMO and LUMO, eV: 8.91
SMILES string: C=C/C=C/C=C.O
Relative energy (zero: lowest compared OMol25 entry of this formula, charge and spin), eV: 1.934
Largest force on an atom, eV/A: 1.87
E_HOMO, Ha: -0.3129

***

(7)
Here is a single C5H8O2 molecule from the OMol25 dataset. Energies are from the ωB97M-V functional and the def2-TZVPD basis.

```
! RIJCOSX wB97M-V def2-TZVPD def2/J DEFGRID3
* xyz 0 1
C -1.586 0.264 0.649
C -0.465 -0.632 0.144
C 0.991 -0.175 0.541
O 1.154 0.924 1.384
C 1.322 -0.012 -0.934
O 0.341 0.848 -1.524
C 0.001 -0.516 -1.312
H -2.572 -0.056 0.297
H -1.440 1.305 0.343
H -1.590 0.237 1.744
H -0.648 -1.674 0.430
H 1.551 -1.010 0.972
H 0.874 1.699 0.876
H 2.277 -0.063 -1.446
H -0.189 -1.141 -2.173
*
```

LUMO, hartree: 0.03692
Gap between HOMO and LUMO, eV: 10.88
SMILES string: C[C@@H]1[C@H](O)[C@@H]2O[C@H]12
Relative energy (zero: lowest compared OMol25 entry of this formula, charge and spin), eV: 2.310
Largest force on an atom, eV/A: 0.38
E_HOMO, Ha: -0.3628

***

(8)
Here is 8 unconnected molecules or ions with the total composition C32H53Br16N2O3 at a distorted geometry from the OMol25 dataset. Energies are from the ωB97M-V functional and the def2-TZVPD basis.

```
! RIJCOSX wB97M-V def2-TZVPD def2/J DEFGRID3
* xyz 1 1
C -2.365 4.716 3.169
C -1.932 4.246 2.106
N -1.070 3.519 1.195
C -0.029 4.182 0.497
C 0.913 3.460 -0.418
C 0.683 1.969 -0.555
C 1.649 1.092 -1.465
C 2.972 0.835 -0.560
N 2.597 0.999 0.876
C 3.509 1.972 1.538
C 3.196 2.245 3.066
C 2.732 -0.243 1.634
C 1.629 -0.690 2.694
O 3.694 -1.010 1.527
C -0.445 1.269 0.149
C -1.322 2.119 1.044
C -2.528 1.393 1.811
C -1.910 0.783 3.170
C -2.608 -0.565 3.620
O -2.930 -0.820 4.767
O -2.851 -1.578 2.654
H -2.665 5.097 4.181
H 0.125 5.287 0.651
H 1.735 3.988 -0.966
H 1.209 0.064 -1.661
H 1.915 1.610 -2.426
H 3.422 -0.163 -0.816
H 3.704 1.667 -0.834
H 3.526 2.983 1.022
H 4.563 1.549 1.491
H 3.933 3.043 3.407
H 3.384 1.357 3.742
H 2.161 2.639 3.271
H 0.757 -1.213 2.193
H 1.258 0.177 3.313
H 2.117 -1.455 3.390
H -0.637 0.175 0.055
H -3.386 2.090 1.995
H -2.888 0.566 1.118
H -0.826 0.542 2.922
H -1.918 1.535 4.018
H -2.002 -1.856 2.269
Br -1.918 3.719 -2.058
C -2.975 4.946 -3.143
C -2.557 6.376 -2.915
Br -3.247 7.053 -1.228
H -4.021 4.756 -2.905
H -2.784 4.652 -4.176
H -2.982 7.026 -3.680
H -1.477 6.511 -2.891
Br -4.520 3.956 0.936
C -6.358 3.380 1.247
C -6.756 2.281 0.287
Br -7.137 3.004 -1.485
H -6.985 4.268 1.175
H -6.372 3.015 2.274
H -7.681 1.814 0.607
H -5.993 1.531 0.166
Br 7.382 1.549 2.756
C 8.116 1.108 1.006
C 7.970 2.259 0.044
Br 6.139 2.401 -0.611
H 7.616 0.201 0.670
H 9.169 0.891 1.186
H 8.578 2.097 -0.845
H 8.225 3.222 0.482
Br 2.528 -2.619 -1.771
C 3.606 -3.488 -3.144
C 5.035 -3.013 -3.094
Br 5.217 -1.239 -3.880
H 3.120 -3.296 -4.098
H 3.547 -4.554 -2.921
H 5.675 -3.658 -3.696
H 5.434 -2.954 -2.083
Br 3.956 -1.996 5.666
C 4.085 -3.939 5.556
C 3.661 -4.440 4.200
Br 1.720 -4.428 4.019
H 3.488 -4.344 6.370
H 5.136 -4.163 5.737
H 3.951 -5.482 4.066
H 4.061 -3.848 3.378
Br -0.938 -2.433 0.034
C -0.842 -4.382 -0.018
C -1.255 -4.915 -1.365
Br -3.191 -4.873 -1.582
H -1.458 -4.751 0.800
H 0.203 -4.620 0.185
H -0.981 -5.965 -1.461
H -0.831 -4.356 -2.196
Br -0.254 -6.295 -6.026
C -1.437 -4.777 -5.726
C -0.692 -3.471 -5.841
Br 0.376 -3.124 -4.247
H -1.901 -4.923 -4.752
H -2.200 -4.853 -6.502
H -1.390 -2.636 -5.904
H -0.014 -3.436 -6.692
Br -7.246 0.284 -1.024
C -7.173 -1.665 -1.155
C -7.582 -2.142 -2.526
Br -9.516 -2.068 -2.752
H -7.801 -2.061 -0.358
H -6.133 -1.924 -0.954
H -7.320 -3.191 -2.663
H -7.146 -1.555 -3.332
*
```

LUMO, hartree: -0.13536
Gap between HOMO and LUMO, eV: 7.41
Largest force on an atom, eV/A: 5.66
E_HOMO, Ha: -0.4077

***

(9)
Here is 11 unconnected molecules or ions with the total composition C14H47NO10 at a distorted geometry from the OMol25 dataset. Energies are from the ωB97M-V functional and the def2-TZVPD basis.

```
! RIJCOSX wB97M-V def2-TZVPD def2/J DEFGRID3
* xyz 0 1
C 13.699 12.662 13.990
C 13.139 11.484 13.267
C 11.745 10.981 13.675
C 10.708 12.038 13.647
N 9.841 12.834 13.617
H 14.755 12.818 13.768
H 13.593 12.633 15.075
H 13.176 13.553 13.643
H 13.877 10.689 13.371
H 13.124 11.662 12.192
H 11.802 10.581 14.688
H 11.380 10.102 13.144
C 7.416 12.226 7.131
O 6.686 11.528 8.124
H 8.453 11.890 7.162
H 7.064 11.877 6.161
H 7.267 13.292 7.300
H 6.985 11.920 8.948
C 7.950 9.461 13.050
O 7.523 8.857 14.212
H 7.978 8.761 12.215
H 7.377 10.354 12.800
H 8.984 9.794 13.139
H 6.745 8.340 13.995
C 5.592 8.644 9.389
O 6.575 8.749 8.321
H 5.020 9.566 9.285
H 4.918 7.787 9.366
H 6.053 8.582 10.375
H 6.620 9.696 8.170
C 10.719 13.547 7.409
O 12.000 13.348 6.752
H 9.958 13.852 6.691
H 10.326 12.612 7.809
H 10.852 14.366 8.116
H 11.912 12.656 6.092
C 7.811 5.837 9.033
O 8.214 6.751 8.080
H 8.337 4.886 8.942
H 7.904 6.379 9.974
H 6.739 5.684 8.907
H 7.587 7.478 8.082
C 11.131 9.838 6.181
O 10.633 10.775 5.238
H 12.196 9.995 6.354
H 10.652 10.007 7.145
H 10.944 8.784 5.977
H 9.722 10.561 5.025
C 9.779 10.219 9.936
O 9.908 8.833 9.698
H 10.501 10.455 10.718
H 9.843 10.866 9.061
H 8.818 10.353 10.434
H 9.174 8.491 9.183
C 13.393 9.463 9.713
O 12.816 10.705 9.396
H 14.067 9.028 8.975
H 13.825 9.461 10.713
H 12.587 8.734 9.794
H 13.477 11.282 9.006
C 10.270 6.514 12.269
O 11.033 7.606 11.778
H 9.198 6.712 12.300
H 10.420 5.732 11.524
H 10.528 6.223 13.287
H 10.654 7.975 10.977
C 7.937 13.857 10.857
O 7.314 12.576 10.665
H 7.985 14.072 11.925
H 8.976 13.834 10.528
H 7.322 14.659 10.449
H 6.530 12.526 11.217
*
```

LUMO, hartree: 0.01376
Gap between HOMO and LUMO, eV: 10.06
SMILES string: CCCC#N.CO.CO.CO.CO.CO.CO.CO.CO.CO.CO
Relative energy (zero: lowest compared OMol25 entry of this formula, charge and spin), eV: 1.634
Largest force on an atom, eV/A: 3.31
E_HOMO, Ha: -0.3560